# 1
9
Properties=species:S:1:pos:R:3:forces:R:3:nbo_charge:R:1 method="wB97M-V/def2-TZVPD" orbital_gap_ev="7.7 / 7.7" mol_weight_g_mol=137.05 total_energy_ev=-80070.7180 homo_ha="-0.3083 / -0.3083" charge=0
Br -1.936 -0.832 -1.768 -0.44 -0.43 -0.51 0.072
Si 1.094 -1.111 1.048 -0.83 1.48 -3.53 0.820
C -0.729 1.522 -0.755 0.00 -2.04 0.50 -0.535
C -0.721 0.179 -0.827 2.17 0.50 2.38 -0.318
H 1.421 0.182 1.659 0.25 -0.24 0.25 -0.144
H -1.507 2.076 -1.265 0.17 0.37 -0.06 0.207
H 0.320 -2.081 1.700 -0.92 -0.71 1.04 -0.173
H -0.043 1.954 -0.026 -0.21 0.33 -0.50 0.214
H 2.102 -1.889 0.233 -0.21 0.73 0.42 -0.143



# 2
9
Properties=species:S:1:pos:R:3:forces:R:3:nbo_charge:R:1 method="wB97M-V/def2-TZVPD" orbital_gap_ev="6.7 / 7.8" mol_weight_g_mol=76.03 total_energy_ev=-13487.9962 homo_ha="-0.2643 / -0.2870" charge=0
P -1.758 -0.710 -0.158 1.62 0.12 0.06 0.735
O -2.273 0.837 0.061 0.29 -0.06 -0.01 -0.990
C 0.148 -0.519 0.575 -2.54 1.55 3.99 -0.739
C 1.016 -0.116 -0.387 1.98 1.89 -4.33 -0.334
H 0.508 -1.459 0.863 -0.38 -1.66 1.29 0.220
H -2.464 1.240 -0.790 -0.22 0.15 -0.03 0.498
H 0.059 0.292 1.469 0.00 -2.11 -1.86 0.229
H 1.049 0.988 -0.613 0.32 -1.39 -0.19 0.183
H 1.606 -0.865 -1.037 -1.07 1.51 1.10 0.197